Entry 1:
Formula: C12H9BrCrN2O5
Source: the OMol25 dataset
Level of theory: wB97M-V/def2-TZVPD

Values from the calculation:
- <S²>: 3.788
- Kohn-Sham gap (spin up / spin down): 6.640 / 7.317 eV
- Total charge: +3
- 2S+1: 4
- Energy: -4565.90342 a.u.
- LUMO (spin up / spin down): -12.83 / -12.25 eV

```
30
Properties=species:S:1:pos:R:3:forces:R:3:lowdin_charge:R:1
Cr -0.5657 0.5018 1.0039 0.697 0.590 0.082 0.989
O -3.7952 0.9517 -1.4168 -0.269 -0.098 -0.261 0.293
C -2.7661 0.6097 -0.7538 0.199 -0.089 0.155 -0.373
O -2.0196 1.3706 -0.1098 0.226 0.322 0.374 0.025
C -2.4211 -0.8533 -0.6924 -0.268 -0.359 -0.283 -0.091
C -3.0964 -1.9273 -1.2650 0.213 0.261 0.150 0.118
C -2.6286 -3.2137 -0.9894 0.051 0.183 0.045 0.084
C -1.5390 -3.3973 -0.1349 0.220 0.445 0.141 0.105
C -0.9138 -2.2714 0.3950 -0.308 -0.446 -0.238 -0.091
N -1.3442 -1.0340 0.0877 -0.451 -0.799 -0.419 0.036
C 0.2065 -2.1737 1.4005 -0.402 -0.431 -0.372 -0.350
O 0.8350 -3.1592 1.9152 0.239 0.274 0.195 0.300
O 0.4851 -1.0109 1.7411 0.229 0.249 0.449 0.014
H -4.0550 1.9022 -1.4303 0.315 -0.205 0.154 0.217
H -3.9602 -1.7726 -1.8996 -0.007 0.068 0.021 0.161
H -3.1252 -4.0726 -1.4228 -0.015 -0.024 -0.003 0.157
H -1.2057 -4.3980 0.1008 0.042 -0.064 0.040 0.151
H 0.6411 -4.0875 1.6823 -0.198 0.286 -0.186 0.194
O 4.4992 3.5915 0.0199 0.767 0.596 0.067 0.212
C 3.4441 2.8622 0.0669 -1.324 -1.001 -0.175 -0.247
C 3.0092 1.9615 -0.9434 0.058 0.157 0.250 0.080
C 1.8519 1.2426 -0.7716 0.482 -0.041 -0.597 -0.050
N 1.0853 1.3652 0.3215 -0.754 0.063 0.627 -0.113
C 1.4800 2.2254 1.2825 0.468 0.061 -0.317 -0.597
Br 0.1912 2.2582 2.7101 0.152 -0.013 -0.208 1.079
C 2.6218 2.9642 1.2347 0.076 0.157 0.068 0.062
H 5.0574 3.5609 -0.7832 -0.360 -0.193 0.207 0.187
H 3.5849 1.8267 -1.8494 -0.007 -0.002 -0.015 0.148
H 1.5232 0.5458 -1.5344 0.003 0.051 0.056 0.147
H 2.9199 3.6312 2.0348 -0.075 0.002 -0.005 0.157
```
Forces are in eV/Å.

=====

Entry 2:
Formula: C68H102O51
Source: the OMol25 dataset
Level of theory: wB97M-V/def2-TZVPD

Values from the calculation:
- Kohn-Sham gap: 9.608 eV
- 2S+1: 1
- Energy: -6489.38574 a.u.
- LUMO: -0.15 eV
- Energy above the lowest of the compared OMol25 structures with the same formula, charge and spin: 1076.3 kJ/mol

```
221
Properties=species:S:1:pos:R:3:forces:R:3:lowdin_charge:R:1
C -3.4126 -0.4019 -2.3844 0.894 -1.990 1.201 0.029
C -4.5781 -1.1091 -3.1237 2.232 1.192 0.623 -0.272
C -5.9922 -0.8634 -2.7290 -1.096 -1.672 1.037 -0.104
O -6.4405 0.0925 -3.6155 -2.727 2.170 0.385 0.103
C -5.6179 0.2189 -4.6296 -0.218 1.786 -1.342 -0.616
O -5.7237 0.9292 -5.5984 -0.574 -0.314 0.684 0.146
O -4.5948 -0.4959 -4.3654 3.160 -1.310 -2.953 0.103
H -3.5993 0.4309 -1.7064 -0.351 -0.098 -0.393 0.069
H -2.4818 -0.2371 -2.9271 -0.733 0.858 -1.307 0.085
H -2.8696 -1.1734 -1.8384 -0.627 -0.378 1.234 0.061
H -4.4013 -2.1655 -3.3257 0.301 -0.033 0.453 0.143
H -6.2182 -0.5938 -1.6973 0.223 0.134 -0.108 0.148
H -6.5436 -1.7613 -3.0081 -0.275 -0.306 0.537 0.125
C -1.9843 -2.3135 3.3748 0.918 0.141 1.046 -0.014
C -3.1635 -1.4406 3.6263 -0.220 0.404 -0.138 -0.317
C -3.2786 -0.6200 4.9382 1.682 -3.247 0.032 -0.086
O -3.4018 0.7002 4.5498 -0.777 0.480 3.497 0.127
C -3.2787 0.8470 3.2893 -0.335 0.043 -4.165 -0.555
O -3.4151 1.8687 2.6782 0.509 -0.702 0.464 0.163
O -3.0407 -0.3774 2.6795 -1.015 0.845 -0.285 0.070
H -1.1553 -1.6250 3.2112 0.359 -0.413 -0.211 0.079
H -2.1432 -3.0015 2.5444 0.104 0.221 0.008 0.069
H -1.7688 -2.8764 4.2830 0.109 -0.342 -0.015 0.093
H -4.0124 -2.1172 3.5274 -0.794 0.755 -0.576 0.146
H -2.3349 -0.8221 5.4449 0.272 0.668 0.381 0.123
H -4.0256 -1.0978 5.5721 -0.596 1.083 -0.014 0.140
C 5.3789 -0.1040 2.6124 0.468 1.531 -1.910 0.000
C 5.4355 1.3095 3.3360 -1.083 -4.916 0.154 -0.234
C 4.0656 1.7647 3.7833 0.400 0.696 0.462 -0.049
O 4.2567 1.9172 5.2261 -0.889 0.368 0.168 0.063
C 5.3829 1.3441 5.6380 3.135 0.119 1.410 -0.525
O 5.8854 1.3577 6.7702 -2.257 -0.218 -2.897 0.097
O 6.0586 0.8184 4.5597 -0.284 2.021 1.042 0.042
H 4.7231 -0.9282 2.8933 -0.313 0.687 1.095 0.069
H 6.3856 -0.5215 2.6257 0.017 0.105 -0.174 0.089
H 5.0802 0.0858 1.5815 0.253 -0.059 -0.442 0.064
H 5.9400 2.0895 2.7658 0.529 -0.316 0.422 0.127
H 3.2208 1.0961 3.6178 0.250 -0.193 -0.011 0.123
H 3.8845 2.7214 3.2932 -0.450 0.200 0.541 0.123
C 0.1083 1.3731 -4.9318 -0.321 0.977 0.223 0.004
C 0.9823 2.2234 -3.9462 -0.296 -1.425 -0.849 -0.268
C 1.5457 3.5465 -4.4030 0.914 -0.832 -3.217 -0.130
O 0.9260 4.5096 -3.6576 -0.700 1.791 0.743 0.097
C 0.1223 3.9414 -2.7415 0.398 3.747 3.824 -0.503
O -0.3595 4.6074 -1.7879 0.837 -2.766 -3.812 0.087
O 0.2324 2.6587 -2.8523 -2.226 -1.787 1.641 0.083
H -0.6852 1.8707 -5.4894 0.225 1.050 0.134 0.079
H -0.5285 0.7007 -4.3570 0.715 -0.634 0.115 0.072
H 0.7080 0.9267 -5.7250 0.206 -0.473 0.472 0.083
H 1.7098 1.5327 -3.5199 0.304 0.157 -0.139 0.153
H 1.2673 3.7004 -5.4456 -0.175 0.037 -0.238 0.132
H 2.6319 3.6256 -4.4472 0.076 0.050 0.852 0.137
C 1.6216 -4.0478 6.4456 1.303 -0.246 -1.547 -0.011
C 2.5449 -3.1660 5.5408 -0.173 -0.157 1.999 -0.291
C 3.6327 -2.2879 6.3296 -1.586 -1.695 -1.430 -0.047
O 4.6983 -2.2698 5.3805 0.088 -0.485 -2.039 0.027
C 4.5684 -3.3267 4.5065 3.245 -3.746 -0.899 -0.411
O 5.4817 -3.8330 3.7684 -4.529 3.260 3.188 0.075
O 3.3777 -4.0471 4.7705 1.714 1.922 -0.509 0.018
H 2.2489 -4.5773 7.1627 -0.283 0.393 0.542 0.082
H 1.3396 -4.8515 5.7653 -0.497 -0.041 -0.037 0.072
H 0.7147 -3.5703 6.8167 0.400 0.118 0.211 0.078
H 1.9163 -2.6167 4.8398 0.230 0.523 0.138 0.124
H 4.0580 -2.8503 7.1608 -0.546 0.198 0.415 0.136
H 3.2159 -1.3130 6.5827 0.557 0.071 -0.101 0.124
C 1.3235 2.1421 8.2021 -0.534 0.307 -0.684 0.001
C 0.3038 1.3168 7.3720 1.486 1.164 2.417 -0.308
C -0.4805 2.1819 6.3906 -1.032 -0.981 -0.731 -0.040
O -0.2347 1.5069 5.1471 -0.040 -0.558 -0.614 0.053
C 0.5597 0.4367 5.3273 0.549 0.391 -2.896 -0.540
O 0.8949 -0.2801 4.3857 -0.538 0.816 2.325 0.096
O 0.9804 0.4189 6.5709 1.700 -2.217 -1.384 0.086
H 0.7816 2.4533 9.0951 0.399 0.093 0.188 0.087
H 1.6278 3.0292 7.6466 -0.101 0.112 -0.004 0.083
H 2.2635 1.6342 8.4180 -0.373 -0.417 0.251 0.091
H -0.1243 0.6159 8.0886 -1.387 0.702 0.015 0.157
H -0.1232 3.2013 6.2447 -0.119 -0.057 0.511 0.141
H -1.5639 2.0936 6.4717 0.029 0.616 0.554 0.137
C 0.0915 1.6087 0.2985 -0.177 0.769 -1.090 -0.002
C 0.7703 0.3337 -0.1111 0.948 1.420 3.773 -0.348
C 0.9700 -0.5098 1.1725 1.729 1.498 -0.557 -0.069
O 0.5108 -1.7890 0.7809 0.425 -0.784 1.367 0.071
C -0.0380 -1.7176 -0.4031 -1.680 -3.019 -2.231 -0.519
O -0.4726 -2.7218 -1.0313 1.141 3.407 1.893 0.067
O -0.0896 -0.4497 -0.7980 -1.936 -1.901 -3.323 0.113
H -0.9241 1.4425 0.6579 -0.034 -0.290 0.051 0.096
H 0.0341 2.1805 -0.6277 -0.185 0.605 0.452 0.067
H 0.6345 2.1570 1.0682 0.232 -0.015 -0.221 0.093
H 1.7121 0.5277 -0.6244 -0.090 -0.170 -0.263 0.140
H 0.4989 -0.0439 2.0381 -0.559 -0.729 -0.058 0.107
H 2.0433 -0.4959 1.3622 0.038 -0.677 0.284 0.129
C -2.4960 -4.9186 0.5691 0.472 -0.493 1.402 -0.029
C -2.8166 -5.8525 -0.5413 -1.545 0.862 1.159 -0.343
C -1.8303 -5.9582 -1.5943 1.708 -2.235 -1.751 -0.087
O -1.6669 -7.4100 -1.6995 1.190 -0.499 -0.421 0.043
C -2.3555 -8.1226 -0.7401 -0.241 3.324 -2.860 -0.568
O -2.4402 -9.2853 -0.6964 0.288 -1.531 0.793 0.200
O -3.1020 -7.2059 -0.1264 -1.089 0.872 1.843 0.112
H -1.5301 -5.0928 1.0432 0.259 0.203 -0.299 0.068
H -3.2041 -5.1215 1.3725 -0.363 0.474 -0.042 0.097
H -2.5666 -3.9098 0.1623 0.147 0.080 0.368 0.091
H -3.6815 -5.3144 -0.9293 -0.857 -1.154 -0.323 0.137
H -0.8447 -5.5316 -1.4081 -0.130 0.203 0.125 0.127
H -2.2099 -5.6356 -2.5638 0.304 0.096 0.119 0.095
C 5.6992 -4.0124 -1.4343 2.397 -0.414 1.596 -0.020
C 4.7137 -3.1145 -2.0188 0.009 -2.565 -0.386 -0.433
C 3.5599 -2.9912 -1.1070 -2.452 -1.403 0.247 -0.091
O 3.4493 -1.6189 -0.7677 0.081 0.270 -0.250 0.086
C 4.3573 -0.9504 -1.4918 0.985 -1.152 -0.559 -0.501
O 4.4775 0.2253 -1.5305 0.145 0.483 -0.049 0.172
O 5.1719 -1.8637 -2.1749 0.049 4.711 0.051 0.110
H 5.7282 -3.9508 -0.3464 -1.035 -0.916 0.380 0.097
H 6.7067 -3.5969 -1.4547 0.421 -0.311 -1.600 0.097
H 5.5455 -4.9913 -1.8885 0.631 -0.225 0.774 0.103
H 4.5383 -3.6205 -2.9682 -0.918 0.794 -0.464 0.160
H 3.6752 -3.6141 -0.2200 0.004 0.353 0.123 0.123
H 2.6661 -3.3391 -1.6249 -0.438 0.288 0.221 0.132
C -4.4887 2.6095 -0.4444 0.329 -1.133 1.120 -0.032
C -5.1078 3.9232 -0.0509 -0.904 -0.902 -1.316 -0.334
C -6.6159 4.0218 0.1551 0.785 -0.037 -0.670 -0.039
O -6.7246 4.1679 1.5902 -4.111 -1.098 -1.064 0.102
C -5.5861 4.2139 2.1923 1.887 2.464 3.473 -0.556
O -5.4020 4.4579 3.4151 -0.564 -1.498 -4.581 0.089
O -4.6715 4.2383 1.2291 3.645 0.877 1.133 0.074
H -3.4669 2.8499 -0.7380 0.033 -0.333 -0.237 0.092
H -4.9745 2.0151 -1.2182 -0.158 0.497 -0.123 0.068
H -4.4114 2.0163 0.4669 0.006 -0.372 -0.053 0.077
H -4.7519 4.4808 -0.9173 -0.079 1.632 0.891 0.142
H -7.0395 3.1365 -0.3191 -0.666 -0.225 0.929 0.131
H -7.0298 4.8826 -0.3701 -0.141 0.191 0.533 0.131
C -5.6762 4.0116 -6.5793 -0.771 1.889 -0.712 -0.001
C -5.2009 4.7256 -5.3474 -1.491 0.813 0.503 -0.344
C -6.0638 4.5354 -4.0821 0.497 -1.504 -0.358 -0.060
O -5.2254 3.6466 -3.2590 1.350 0.824 -2.139 -0.001
C -4.0043 3.4913 -4.0221 3.360 -2.430 6.719 -0.460
O -3.0317 2.8575 -3.5165 -4.037 1.817 -2.449 0.090
O -3.9270 4.3299 -4.9795 1.262 -0.513 -1.017 0.135
H -6.7647 4.0195 -6.5237 -0.076 -0.548 -0.088 0.089
H -5.2764 3.0303 -6.8345 0.049 0.239 0.392 0.090
H -5.4871 4.7892 -7.3194 0.252 -0.710 -0.911 0.084
H -5.0722 5.8065 -5.4036 -0.420 0.015 -1.041 0.154
H -6.9689 3.9439 -4.2202 -0.099 0.402 -0.347 0.130
H -6.2871 5.5557 -3.7701 0.133 -0.392 1.324 0.127
C 7.6196 3.0256 0.3376 -1.489 1.465 -1.626 0.002
C 6.3197 3.9149 0.0209 1.703 -2.064 -1.489 -0.223
C 5.8425 4.0583 -1.5134 5.461 1.393 1.317 -0.152
O 4.5915 3.6931 -1.4756 -4.576 -0.732 -1.639 0.095
C 4.1560 3.2394 -0.3123 -1.354 -1.305 0.855 -0.542
O 3.0313 2.8462 -0.0999 1.794 0.670 -0.168 0.151
O 5.2004 3.1871 0.5367 -0.229 1.025 1.009 0.059
H 7.7184 2.7897 1.3971 -0.011 0.151 -0.166 0.070
H 8.4225 3.6613 -0.0357 0.452 -0.157 0.400 0.074
H 7.6215 2.1373 -0.2941 -0.163 -0.174 0.288 0.081
H 6.5695 4.9245 0.3470 -1.031 -0.075 0.981 0.121
H 6.4889 3.5124 -2.2006 -0.266 -0.800 0.003 0.133
H 5.9782 5.0817 -1.8632 -0.369 0.354 0.264 0.119
C -1.2337 -7.0318 -5.6135 -0.364 0.916 -1.228 -0.024
C -0.1270 -5.9710 -5.4190 -3.096 -2.134 1.700 -0.266
C -0.5266 -4.6033 -4.6869 0.564 -1.519 -3.933 -0.072
O 0.4328 -4.5500 -3.6967 -0.551 2.106 0.661 0.084
C 1.0765 -5.6685 -3.5557 0.843 -3.102 0.314 -0.549
O 1.9169 -5.8521 -2.7348 0.145 0.100 -0.039 0.174
O 0.6065 -6.6632 -4.4242 2.117 2.401 1.363 0.056
H -0.7045 -7.9056 -5.9938 -0.373 -0.091 -0.186 0.090
H -1.9664 -6.6537 -6.3264 -0.042 -0.279 -0.405 0.077
H -1.8061 -7.3430 -4.7396 0.526 0.349 0.400 0.068
H 0.4259 -5.9126 -6.3565 0.208 0.631 0.192 0.151
H -1.5673 -4.4488 -4.4021 0.257 -0.319 0.397 0.115
H -0.2812 -3.9676 -5.5376 -0.202 1.178 0.676 0.133
C 5.2595 8.4184 -0.8284 0.839 -0.252 2.413 0.016
C 5.4281 7.7688 0.6408 -1.842 2.135 -2.345 -0.296
C 4.6732 8.4671 1.7668 0.958 2.310 0.156 -0.105
O 4.0003 7.4751 2.4721 0.150 -1.047 1.159 0.093
C 4.0326 6.3615 1.7543 -1.043 -3.419 1.771 -0.481
O 3.6048 5.2645 2.1777 1.412 3.729 -2.205 0.112
O 4.6362 6.6482 0.5764 -1.072 -4.140 -0.324 0.037
H 5.8055 7.7100 -1.4513 -0.143 0.483 -0.465 0.068
H 5.6946 9.4169 -0.7848 0.358 -0.113 -0.411 0.078
H 4.2162 8.5462 -1.1170 0.036 -0.428 0.195 0.089
H 6.4695 7.4851 0.7925 0.054 0.267 0.441 0.150
H 3.8514 9.1319 1.5007 0.549 0.468 -0.798 0.147
H 5.3971 8.9988 2.3844 -0.350 0.011 0.433 0.138
C -4.4795 -5.7656 -3.7833 -1.007 -2.336 -0.723 -0.015
C -4.9649 -5.2178 -5.0975 -1.342 1.126 2.074 -0.321
C -6.2717 -4.2793 -5.0074 2.062 -2.364 -0.422 -0.045
O -5.8218 -3.1578 -5.7810 -0.890 -0.209 0.526 0.064
C -4.5225 -3.3241 -6.1030 1.526 1.848 -4.489 -0.514
O -3.9835 -2.7469 -7.0650 -1.551 -1.562 3.815 0.133
O -3.9765 -4.3138 -5.3831 1.810 2.174 -1.471 0.037
H -3.6873 -6.4617 -4.0589 0.336 0.108 0.452 0.073
H -5.2730 -6.4116 -3.4078 0.031 0.049 0.652 0.103
H -4.1359 -5.0276 -3.0585 -0.358 0.118 -0.356 0.080
H -5.0433 -5.8749 -5.9636 -0.200 -0.594 0.402 0.165
H -6.5574 -4.0949 -3.9718 0.099 0.634 -0.170 0.121
H -6.9927 -4.9459 -5.4807 -0.686 1.041 -0.323 0.130
C 1.5471 -4.4774 1.7349 -0.857 -1.182 -1.481 -0.002
C 1.8619 -5.9868 1.6024 -0.245 1.360 1.618 -0.280
C 0.8924 -6.8784 0.7866 -0.891 1.336 1.139 -0.103
O 1.6380 -7.3470 -0.2967 1.503 0.687 0.072 0.080
C 2.9024 -6.8328 -0.1632 5.739 -3.665 -2.322 -0.474
O 3.9236 -7.2260 -0.8197 -4.929 1.934 1.925 0.068
O 3.1196 -6.1132 0.9494 -1.424 -0.333 -0.605 0.092
H 1.4497 -4.1690 0.6940 -0.117 0.482 -0.022 0.068
H 2.2690 -3.8167 2.2151 0.088 -0.582 0.253 0.084
H 0.5482 -4.3939 2.1629 0.035 0.323 0.262 0.076
H 1.8902 -6.4070 2.6078 0.644 -0.140 0.020 0.144
H 0.0018 -6.3447 0.4547 0.229 0.299 -0.360 0.095
H 0.4849 -7.6246 1.4687 0.420 -0.741 -0.434 0.138
C -1.4848 4.7152 2.8888 -1.174 -1.383 -1.067 0.011
C -0.5222 5.6616 2.2338 1.228 -1.423 1.374 -0.346
C -0.5258 5.7941 0.7554 1.874 -4.591 -1.963 -0.163
O -0.4467 7.1172 0.4870 -0.568 2.345 -1.271 0.141
C -0.9861 7.6860 1.5187 -1.683 5.982 2.542 -0.567
O -1.3986 8.8495 1.6403 1.095 -2.634 -1.179 0.098
O -0.9726 6.9011 2.5823 -1.008 2.226 1.249 0.106
H -2.3800 4.9355 2.3072 -0.477 -0.412 0.190 0.081
H -1.8244 4.7827 3.9223 0.778 0.892 0.155 0.094
H -1.3159 3.6455 2.7656 0.416 0.008 -0.417 0.070
H 0.5268 5.6105 2.5255 0.141 -0.432 0.527 0.153
H -1.3189 5.2799 0.2125 -0.299 0.252 0.170 0.132
H 0.4175 5.4299 0.3485 -0.269 -0.801 -0.048 0.132
```
Forces are in eV/Å.